Record 1
The following is a DFT calculation (the ωB97M-V functional and the def2-TZVPD basis) of a 2-piece molecular cluster, C4H5O2S overall in a non-equilibrium geometry.

As for the max |F|: 0.0534 hartree/bohr. The calculation puts the LUMO energy at 3.856 eV. Its HOMO-LUMO gap is 7.554 eV. Its relative energy (zero: lowest compared OMol25 entry of this formula, charge and spin) is 4.051 eV. The multiplicity is 1. As for the total charge: -1. The value obtained for the calculated total energy is -19156.4922 eV. The value obtained for the HOMO energy is -3.70 eV.

Last column: Mulliken charge in e.
Element x y z (Å)
C: 0.774 1.994 0.743  0.100
C: 1.320 1.067 0.231  -0.654
C: -2.135 -0.848 -0.492  -0.517
C: -1.119 -0.529 0.297  -0.197
O: 1.827 -1.564 -0.071  -0.637
O: 3.603 0.135 -0.343  -0.597
S: 2.239 -0.229 -0.676  0.466
H: -0.037 2.609 0.949  0.399
H: -2.595 -1.818 -0.574  0.281
H: -2.485 -0.035 -1.178  0.186
H: -0.775 0.478 0.266  -0.139
H: -0.617 -1.261 0.848  0.308

Record 2
The following is a DFT calculation (the ωB97M-V functional and the def2-TZVPD basis) of the molecule C3H3NS2 in a non-equilibrium geometry.

As for the max |F|: 0.0844 hartree/bohr. The calculation puts the LUMO energy at -1.679 eV. Its HOMO-LUMO gap is 8.173 eV. Its relative energy (zero: lowest compared OMol25 entry of this formula, charge and spin) is 1.345 eV. The multiplicity is 1. As for the total charge: 0. The value obtained for the calculated total energy is -26317.9423 eV. The value obtained for the HOMO energy is -9.85 eV.

Last column: Mulliken charge in e.
Element x y z (Å)
N: 1.453 -2.182 0.526  -0.328
C: 1.209 -1.076 0.354  0.046
C: 0.827 0.411 -0.207  0.431
S: 1.899 1.611 -0.543  -0.158
C: -0.627 0.454 -0.360  -0.610
S: -1.716 0.398 1.034  -0.118
H: -0.941 -0.292 -1.127  0.341
H: -0.701 1.535 -0.770  0.263
H: -1.403 -0.858 1.092  0.133

Record 3
The following is a DFT calculation (the ωB97M-V functional and the def2-TZVPD basis) of a 4-piece molecular cluster, C48H64N2O9Si overall in a non-equilibrium geometry.

As for the max |F|: 0.0716 hartree/bohr. The calculation puts the LUMO energy at -0.770 eV. Its HOMO-LUMO gap is 7.892 eV. The multiplicity is 1. As for the total charge: 0. The value obtained for the calculated total energy is -80093.0754 eV. The value obtained for the HOMO energy is -8.66 eV.

Last column: Mulliken charge in e.
Element x y z (Å)
H: -3.098 -1.837 0.123  0.188
N: -3.832 -1.311 0.620  -0.638
C: -4.571 -0.694 -0.235  -0.207
C: -4.323 -0.753 -1.818  -0.233
C: -2.815 -0.536 -2.183  0.375
C: -2.079 0.559 -1.778  -0.526
C: -0.544 0.719 -2.133  -0.064
O: -0.057 1.797 -2.398  -0.550
C: 0.258 -0.647 -2.155  0.489
C: 1.680 -0.764 -1.730  0.378
C: 2.500 0.463 -1.175  1.971
C: 3.847 0.767 -1.973  -1.140
C: 4.966 1.150 -0.913  -0.645
C: 4.602 2.425 -0.014  -0.577
C: 4.236 2.025 1.504  -0.696
C: 2.861 2.679 1.987  -0.213
C: 2.897 4.261 2.001  -0.057
C: 1.525 4.920 2.541  -0.700
Si: 0.327 5.364 1.119  -0.201
C: -1.455 5.754 1.698  -0.987
C: 0.200 3.781 0.026  -0.441
C: 1.033 6.715 -0.060  0.613
C: 0.195 7.189 -1.217  -0.288
C: 0.697 8.209 -2.199  -0.547
C: 2.070 8.746 -2.006  -0.389
C: 2.872 8.291 -0.839  -0.456
C: 2.396 7.286 0.149  -0.225
C: 2.336 -2.125 -1.801  0.435
C: 3.817 -2.413 -1.351  -0.455
C: 3.811 -3.579 -0.240  -0.817
C: 3.281 -2.923 1.136  0.471
C: 2.225 -3.808 1.863  -0.968
C: 1.349 -4.439 2.416  0.034
C: 1.536 -3.271 -2.292  -0.845
C: 0.099 -3.159 -2.720  -1.258
N: -0.540 -4.394 -3.164  0.187
C: -0.729 -4.455 -4.639  -0.733
C: -1.736 -4.711 -2.435  0.432
C: -1.913 -4.405 -0.884  -0.405
O: -2.688 -5.281 -2.963  -0.636
C: -0.547 -1.832 -2.648  1.128
C: -2.039 -1.629 -3.028  0.279
O: -2.643 -2.196 -3.923  -0.599
H: -5.415 -0.067 0.188  0.395
H: -4.683 -1.761 -2.154  0.000
H: -4.993 0.034 -2.261  0.362
H: -2.636 1.326 -1.170  0.409
H: 2.813 0.159 -0.120  -0.857
H: 1.866 1.384 -1.042  -0.686
H: 4.126 -0.118 -2.610  0.512
H: 3.639 1.650 -2.644  0.413
H: 5.213 0.316 -0.191  0.227
H: 5.908 1.367 -1.502  0.330
H: 3.783 3.047 -0.486  0.225
H: 5.564 3.025 0.068  0.386
H: 5.050 2.340 2.218  0.529
H: 4.125 0.906 1.582  0.178
H: 2.659 2.347 3.071  0.278
H: 2.054 2.225 1.345  -0.090
H: 3.760 4.581 2.662  0.210
H: 3.077 4.607 0.942  0.141
H: 1.037 4.119 3.190  0.397
H: 1.754 5.792 3.218  0.419
H: -1.835 5.060 2.500  0.286
H: -2.135 5.604 0.795  0.258
H: -1.574 6.835 1.997  0.326
H: -0.343 2.940 0.548  0.419
H: 1.240 3.431 -0.271  -0.426
H: -0.390 4.086 -0.896  0.420
H: -0.843 6.797 -1.391  0.208
H: 0.079 8.573 -3.063  0.328
H: 2.486 9.498 -2.735  0.314
H: 3.906 8.708 -0.673  0.286
H: 3.015 6.952 1.025  0.267
H: 4.301 -1.530 -0.843  -0.374
H: 4.475 -2.759 -2.197  0.404
H: 4.861 -3.956 -0.029  0.428
H: 3.209 -4.474 -0.553  0.423
H: 2.779 -1.927 0.939  -0.314
H: 4.169 -2.709 1.794  0.423
H: 0.779 -5.123 3.090  0.416
H: 2.026 -4.286 -2.330  0.455
H: -0.043 -3.661 -5.081  0.326
H: -1.764 -4.203 -4.992  0.184
H: -0.344 -5.437 -5.046  0.318
H: -2.853 -3.819 -0.676  -0.175
H: -1.040 -3.848 -0.441  0.244
H: -1.945 -5.407 -0.351  0.388
O: -6.996 -1.697 -2.503  -0.536
C: -7.111 -2.107 -3.628  0.551
C: -6.029 -2.769 -4.445  0.084
C: -6.604 -2.702 -5.847  -0.682
C: -8.095 -2.735 -5.588  -0.433
O: -8.274 -2.070 -4.330  -0.406
H: -5.904 -3.799 -4.103  0.334
H: -5.089 -2.223 -4.368  -0.097
H: -6.263 -3.506 -6.500  0.365
H: -6.329 -1.751 -6.312  0.274
H: -8.480 -3.755 -5.501  0.241
H: -8.656 -2.211 -6.362  0.351
O: 3.457 0.829 4.073  -0.533
C: 4.018 1.100 5.098  0.432
C: 4.767 0.132 5.980  -0.489
C: 4.905 0.919 7.270  -0.501
C: 4.927 2.350 6.777  -0.455
O: 4.099 2.359 5.607  -0.318
H: 5.738 -0.082 5.528  0.259
H: 4.200 -0.785 6.125  0.307
H: 5.785 0.652 7.857  0.329
H: 4.022 0.755 7.895  0.280
H: 5.932 2.677 6.495  0.270
H: 4.525 3.044 7.516  0.294
O: -2.013 -4.833 2.974  -0.571
C: -3.211 -4.786 2.930  0.429
C: -4.140 -4.656 4.111  -0.400
C: -5.477 -5.041 3.506  -0.559
C: -5.312 -4.618 2.061  -0.411
O: -3.918 -4.799 1.774  -0.219
H: -4.132 -3.621 4.458  0.270
H: -3.851 -5.332 4.914  0.298
H: -6.333 -4.575 3.995  0.331
H: -5.607 -6.126 3.562  0.261
H: -5.566 -3.567 1.903  0.220
H: -5.908 -5.231 1.384  0.337

Question: Which formula does entry 1 have?
Answer: C4H5O2S